Below is a 2-piece molecular cluster, C11H12NO2 overall at a distorted geometry, with properties calculated with the ωB97M-V functional and the def2-TZVPD basis.

Structure (XYZ):
```
26
Properties=species:S:1:pos:R:3:nbo_charge:R:1
C -0.696 -0.182 -4.746 -0.74
C 0.053 -0.396 -3.366 0.77
O -0.645 -0.991 -2.459 -0.86
O 1.266 -0.192 -3.235 -0.75
H -0.262 0.608 -5.350 0.19
H -1.637 0.300 -4.488 0.20
H -0.801 -1.123 -5.326 0.21
C -2.295 0.621 3.258 -0.62
C -1.767 -0.896 1.265 0.00
C -1.462 0.067 2.159 -0.15
C 0.211 -0.202 0.630 0.16
C -0.132 0.466 1.834 -0.09
C 1.560 -0.114 0.213 -0.23
C 0.868 1.129 2.583 -0.21
C 2.484 0.680 0.883 -0.24
C 2.144 1.417 2.084 -0.27
N -0.700 -1.224 0.404 -0.55
H -2.685 -1.384 0.984 0.19
H -0.845 -1.827 -0.598 0.50
H -1.969 1.247 4.037 0.22
H -2.673 -0.198 3.865 0.21
H 1.749 -0.639 -0.763 0.27
H 0.439 1.420 3.538 0.19
H 3.478 0.687 0.386 0.21
H 2.642 2.167 2.657 0.21
H -3.299 1.232 3.008 0.19
```

Computed properties:
Kohn-Sham gap = 7.7 eV
LUMO = 3.27 eV
total charge = -1
ΔE to the lowest compared entry with this formula, charge and spin = 242.11 kJ/mol
spin multiplicity = 1
HOMO level = -4.3965 eV